Below is an isolated ion of composition C3H7N2S2 and charge +1 in a non-equilibrium geometry, with properties calculated with the ωB97M-V functional and the def2-TZVPD basis.

Structure (XYZ):
```
14
Properties=species:S:1:pos:R:3:forces:R:3:lowdin_charge:R:1
C 0.27530 0.48032 -0.93507 -1.2 0.3 5.1 -0.3545
C -0.82978 -0.23613 -1.60041 2.8 -1.7 -0.7 -0.5194
C -0.20429 0.46207 0.85717 -1.4 0.9 -4.3 -0.5237
N 1.27298 1.06862 -1.31256 2.1 0.7 -0.6 0.1778
N 0.63496 -0.51316 1.53016 0.1 -2.7 -1.5 0.1115
S -1.51499 -1.53929 -0.59313 -0.1 0.0 -0.2 0.6143
S -1.94483 -0.18946 0.88650 1.1 0.7 0.4 0.6082
H -1.46594 0.48451 -1.93297 -2.5 1.8 -0.8 0.0672
H -0.33432 -0.64072 -2.46973 -0.2 -0.6 -0.6 0.1047
H -0.21392 1.51360 1.22189 0.6 -1.0 0.2 0.1236
H 1.99163 1.55955 -0.70841 -1.6 -0.8 -0.7 0.1223
H 0.16533 -0.50985 2.38656 0.2 -0.7 2.7 0.1138
H 1.63521 -0.40744 1.54879 0.6 0.8 0.4 0.1664
H 0.53265 -1.53261 1.12122 -0.5 2.3 0.4 0.1877
```
Positions in Å, forces in eV/Å.

frontier orbital gap = 9.6743 eV
HOMO energy = -13.4 eV
SMILES = [H]/N=C1/CSS[C@H]1[NH3+]
net charge = +1
LUMO energy = -0.1360 hartree
energy = -1024.07150 Ha